{
  "formula": "C8H15I2N2",
  "method": "wB97M-V/def2-TZVPD",
  "lumo_energy_ev": [-5.190, -5.991],
  "homo_lumo_gap_ev": [7.28, 6.45],
  "e_above_lowest_kcal_mol": 32.4,
  "homo_ev": [-12.47, -12.44],
  "total_charge": 1,
  "multiplicity": 1,
  "e_tot_ha": -1018.3209,
  "mol_weight_g_mol": 393.03,
  "species": ["C", "C", "C", "C", "C", "C", "C", "C", "N", "N", "I", "I", "H", "H", "H", "H", "H", "H", "H", "H", "H", "H", "H", "H", "H", "H", "H"],
  "xyz": [[-0.450, -0.813, 1.368], [1.570, -0.771, 0.242], [-1.308, -1.484, 0.265], [0.825, -1.866, -0.630], [-0.077, 0.915, -0.349], [-0.593, -0.076, -1.442], [-1.185, 1.889, 0.105], [1.017, 1.872, -0.906], [0.529, 0.036, 0.659], [-0.522, -1.428, -0.965], [0.138, 0.073, -3.524], [2.545, -0.115, -5.694], [-1.065, -0.214, 1.971], [0.185, -1.591, 1.878], [2.113, -1.168, 1.119], [2.367, -0.190, -0.187], [-1.479, -2.528, 0.580], [-2.216, -0.878, -0.085], [1.318, -2.013, -1.570], [0.808, -2.731, 0.035], [-0.908, 2.698, 0.840], [-2.012, 1.243, 0.774], [-1.737, 2.141, -0.793], [1.622, 2.225, -0.069], [0.483, 2.646, -1.509], [1.755, 1.322, -1.543], [-0.845, -2.100, -1.729]]
}



{
  "formula": "C8H14IN2",
  "method": "wB97M-V/def2-TZVPD",
  "lumo_energy_ev": -3.542,
  "homo_lumo_gap_ev": 9.22,
  "e_above_lowest_kcal_mol": 39.7,
  "smiles": "CC1=NC(C)=C(I)[N@H+](C)[C@H]1C",
  "homo_ev": -12.76,
  "total_charge": 1,
  "multiplicity": 1,
  "e_tot_ha": -720.1026,
  "mol_weight_g_mol": 265.12,
  "species": ["C", "C", "N", "C", "C", "C", "I", "N", "C", "C", "C", "H", "H", "H", "H", "H", "H", "H", "H", "H", "H", "H", "H", "H", "H"],
  "xyz": [[0.522, 2.122, -1.566], [0.299, 1.036, -0.550], [1.139, 0.769, 0.350], [0.945, -0.294, 1.226], [1.952, -0.288, 2.340], [0.018, -1.246, 0.941], [-0.154, -3.111, 1.976], [-0.784, -1.159, -0.318], [0.040, -1.909, -1.304], [-0.974, 0.308, -0.722], [-1.979, 1.007, 0.160], [-0.468, 2.703, -1.591], [0.706, 1.454, -2.391], [1.305, 2.765, -1.249], [2.733, 0.397, 2.029], [2.494, -1.273, 2.637], [1.473, 0.214, 3.203], [-1.824, -1.322, -0.305], [0.885, -1.184, -1.559], [0.473, -2.638, -0.624], [-0.535, -2.276, -2.237], [-1.310, 0.168, -1.660], [-1.683, 1.234, 1.245], [-2.937, 0.469, 0.135], [-2.335, 2.055, -0.165]]
}



{
  "formula": "C4H8O",
  "method": "wB97M-V/def2-TZVPD",
  "lumo_energy_ev": 1.114,
  "homo_lumo_gap_ev": 10.77,
  "e_above_lowest_kcal_mol": 39.8,
  "smiles": "C/C=C/CO",
  "homo_ev": -9.66,
  "total_charge": 0,
  "multiplicity": 1,
  "e_tot_ha": -232.3822,
  "mol_weight_g_mol": 72.11,
  "species": ["C", "C", "C", "C", "O", "H", "H", "H", "H", "H", "H", "H", "H"],
  "xyz": [[1.971, -0.835, 0.102], [0.574, -0.472, -0.456], [-0.241, 0.240, 0.328], [-1.745, 0.483, 0.024], [-1.969, 1.928, -0.035], [1.828, -0.479, 1.120], [2.869, -0.413, -0.380], [2.181, -1.924, 0.111], [0.281, -1.151, -1.249], [-0.011, 0.409, 1.369], [-1.944, -0.008, -0.946], [-2.244, 0.171, 0.917], [-1.549, 2.051, -0.905]]
}



{
  "formula": "C4H8O2",
  "method": "wB97M-V/def2-TZVPD",
  "lumo_energy_ev": 1.056,
  "homo_lumo_gap_ev": 11.24,
  "e_above_lowest_kcal_mol": 46.3,
  "smiles": "C[C@@H](O)[C@H]1CO1",
  "homo_ev": -10.19,
  "total_charge": 0,
  "multiplicity": 1,
  "e_tot_ha": -307.6387,
  "mol_weight_g_mol": 88.11,
  "species": ["C", "C", "O", "C", "C", "O", "H", "H", "H", "H", "H", "H", "H", "H"],
  "xyz": [[-0.342, 0.390, -1.773], [-0.513, -0.235, -0.398], [-0.603, -1.633, -0.623], [0.671, 0.018, 0.557], [0.537, 0.602, 1.877], [0.524, -0.827, 1.713], [0.558, -0.011, -2.254], [-1.195, 0.119, -2.404], [-0.270, 1.481, -1.715], [-1.444, 0.131, 0.070], [-0.620, -2.059, 0.246], [1.657, 0.006, 0.076], [-0.394, 1.065, 2.229], [1.434, 0.953, 2.401]]
}



{
  "formula": "C14H12FIIrN2S",
  "method": "wB97M-V/def2-TZVPD",
  "lumo_energy_ev": [2.568, 1.692],
  "homo_lumo_gap_ev": [5.94, 7.16],
  "e_above_lowest_kcal_mol": 0.0,
  "homo_ev": [-3.37, -5.47],
  "total_charge": -1,
  "multiplicity": 5,
  "e_tot_ha": -1550.2410,
  "mol_weight_g_mol": 578.45,
  "species": ["Ir", "S", "C", "C", "C", "C", "C", "N", "H", "H", "H", "H", "C", "C", "C", "C", "C", "C", "C", "C", "N", "H", "H", "H", "H", "H", "H", "I", "C", "H", "H", "F"],
  "xyz": [[0.310, 0.785, 0.675], [-0.790, -0.911, -0.571], [-2.139, -0.031, -1.291], [-2.985, -0.704, -2.186], [-4.050, -0.028, -2.739], [-4.259, 1.305, -2.396], [-3.371, 1.884, -1.509], [-2.337, 1.243, -0.966], [-2.785, -1.739, -2.427], [-4.713, -0.531, -3.433], [-5.081, 1.878, -2.804], [-3.491, 2.922, -1.214], [1.502, -0.521, 2.068], [1.945, -1.667, 1.305], [3.038, -1.573, 0.417], [3.442, -2.652, -0.334], [2.768, -3.876, -0.238], [1.671, -3.984, 0.622], [1.270, -2.902, 1.373], [3.195, -5.005, -1.011], [3.536, -5.917, -1.627], [2.279, 0.191, 2.338], [0.841, -0.745, 2.902], [3.536, -0.617, 0.313], [4.281, -2.562, -1.013], [1.141, -4.926, 0.692], [0.413, -2.993, 2.031], [0.150, 2.537, 3.794], [-0.773, 2.102, 1.887], [-1.742, 1.683, 2.147], [-0.917, 3.079, 1.430], [2.084, 1.412, -0.156]]
}



{
  "formula": "C4H8N2O",
  "method": "wB97M-V/def2-TZVPD",
  "lumo_energy_ev": 0.617,
  "homo_lumo_gap_ev": 9.89,
  "e_above_lowest_kcal_mol": 26.9,
  "smiles": "[H]/N=C(\\NC)C(C)=O",
  "homo_ev": -9.27,
  "total_charge": 0,
  "multiplicity": 1,
  "e_tot_ha": -341.9608,
  "mol_weight_g_mol": 100.12,
  "species": ["H", "N", "C", "N", "C", "C", "C", "O", "H", "H", "H", "H", "H", "H", "H"],
  "xyz": [[-0.534, -0.479, 2.035], [0.304, -0.301, 1.478], [0.036, -0.317, 0.227], [-1.169, -0.438, -0.402], [-2.402, 0.033, 0.187], [1.183, -0.138, -0.760], [2.484, 0.379, -0.218], [0.990, -0.360, -1.939], [-1.096, -0.458, -1.409], [-2.965, 0.594, -0.564], [-2.178, 0.716, 1.016], [-3.037, -0.775, 0.564], [2.892, -0.307, 0.529], [3.184, 0.522, -1.042], [2.307, 1.329, 0.298]]
}



{
  "formula": "C16H60O14",
  "method": "wB97M-V/def2-TZVPD",
  "lumo_energy_ev": 0.189,
  "homo_lumo_gap_ev": 9.76,
  "e_above_lowest_kcal_mol": 0.0,
  "homo_ev": -9.57,
  "total_charge": 0,
  "multiplicity": 1,
  "e_tot_ha": -1698.8984,
  "mol_weight_g_mol": 476.64,
  "species": ["C", "O", "H", "H", "H", "H", "C", "O", "H", "H", "H", "H", "C", "O", "H", "H", "H", "H", "C", "O", "H", "H", "H", "H", "C", "C", "C", "O", "H", "H", "H", "H", "H", "H", "H", "H", "C", "C", "C", "O", "H", "H", "H", "H", "H", "H", "H", "H", "C", "C", "C", "O", "H", "H", "H", "H", "H", "H", "H", "H", "C", "C", "C", "O", "H", "H", "H", "H", "H", "H", "H", "H", "O", "H", "H", "O", "H", "H", "O", "H", "H", "O", "H", "H", "O", "H", "H", "O", "H", "H"],
  "xyz": [[-0.194, 4.536, 0.904], [0.404, 3.852, 1.986], [0.368, 5.430, 0.636], [-0.184, 3.919, -0.002], [-1.235, 4.804, 1.102], [-0.267, 3.212, 2.282], [5.270, 0.044, -1.898], [3.895, -0.002, -1.597], [5.385, -0.226, -2.952], [5.707, 1.048, -1.867], [5.896, -0.636, -1.320], [3.751, 0.595, -0.841], [1.830, 1.146, 3.669], [3.069, 0.800, 3.060], [1.876, 2.146, 4.110], [1.074, 1.252, 2.890], [1.462, 0.441, 4.415], [3.628, 0.490, 3.780], [2.789, 2.521, -3.494], [1.990, 2.819, -4.607], [3.748, 3.050, -3.447], [2.296, 2.788, -2.553], [2.983, 1.454, -3.338], [2.538, 2.839, -5.394], [-0.240, -1.139, -1.386], [-0.248, -0.210, -0.190], [0.947, 0.756, -0.207], [-1.422, 0.615, -0.159], [-1.091, -1.821, -1.341], [0.694, -1.702, -1.339], [-0.276, -0.604, -2.336], [-0.190, -0.776, 0.749], [1.836, 0.222, 0.123], [0.809, 1.594, 0.477], [1.015, 1.086, -1.243], [-2.208, 0.064, -0.308], [-4.901, 0.595, 0.749], [-4.938, 0.047, -0.666], [-4.684, 1.163, -1.670], [-3.878, -0.925, -0.838], [-5.791, 1.201, 0.926], [-3.998, 1.165, 0.962], [-4.919, -0.219, 1.480], [-5.890, -0.440, -0.894], [-4.601, 0.761, -2.680], [-3.797, 1.753, -1.441], [-5.540, 1.840, -1.705], [-4.129, -1.708, -0.330], [-0.574, -2.697, 3.496], [-1.271, -1.366, 3.739], [-2.573, -1.258, 2.918], [-1.595, -1.270, 5.121], [-0.535, -2.993, 2.447], [-1.137, -3.503, 3.975], [0.446, -2.655, 3.874], [-0.555, -0.597, 3.429], [-3.266, -1.949, 3.406], [-2.441, -1.630, 1.900], [-3.010, -0.261, 2.949], [-1.736, -0.332, 5.295], [2.070, -3.102, 0.862], [3.232, -2.777, -0.093], [4.515, -2.453, 0.660], [3.389, -3.825, -1.027], [2.357, -3.825, 1.630], [1.278, -3.564, 0.270], [1.694, -2.174, 1.299], [2.963, -1.867, -0.625], [5.292, -2.243, -0.070], [4.834, -3.278, 1.307], [4.405, -1.596, 1.328], [3.719, -4.615, -0.587], [-1.484, 3.035, -1.997], [-1.286, 2.370, -1.317], [-1.392, 2.559, -2.829], [3.918, 1.892, 0.467], [3.456, 2.738, 0.472], [3.692, 1.483, 1.317], [-1.869, 2.369, 2.505], [-2.682, 2.884, 2.534], [-2.073, 1.603, 1.946], [-3.282, -1.371, -3.698], [-3.567, -1.265, -2.773], [-4.099, -1.408, -4.208], [-2.649, -3.882, -2.061], [-2.383, -3.116, -2.587], [-2.619, -4.621, -2.677], [-1.041, -0.544, -5.209], [-1.805, -0.908, -4.725], [-0.976, 0.371, -4.922]]
}



{
  "formula": "C2HN3O2",
  "method": "wB97M-V/def2-TZVPD",
  "lumo_energy_ev": -1.468,
  "homo_lumo_gap_ev": 9.51,
  "e_above_lowest_kcal_mol": 159.3,
  "homo_ev": -10.98,
  "total_charge": 0,
  "multiplicity": 1,
  "e_tot_ha": -391.3470,
  "mol_weight_g_mol": 99.05,
  "species": ["C", "C", "N", "N", "N", "O", "O", "H"],
  "xyz": [[0.856, -0.479, -0.113], [-1.846, -0.650, -1.173], [-1.570, 0.093, -0.303], [-0.964, 0.869, 0.558], [0.278, 0.648, 0.616], [1.769, -0.263, -0.861], [1.118, 1.280, 1.206], [0.360, -1.498, 0.070]]
}



{
  "formula": "C5H6O2",
  "method": "wB97M-V/def2-TZVPD",
  "lumo_energy_ev": 0.874,
  "homo_lumo_gap_ev": 9.58,
  "e_above_lowest_kcal_mol": 85.1,
  "smiles": "O[C@@H]1[C@@H]2C=CO[C@H]12",
  "homo_ev": -8.71,
  "total_charge": 0,
  "multiplicity": 1,
  "e_tot_ha": -344.4663,
  "mol_weight_g_mol": 98.10,
  "species": ["O", "C", "C", "C", "C", "O", "C", "H", "H", "H", "H", "H", "H"],
  "xyz": [[-1.236, -0.632, -1.140], [-1.251, 0.029, 0.136], [-0.179, 1.005, 0.333], [0.972, 0.771, -0.651], [1.399, -0.459, -0.469], [0.759, -1.232, 0.502], [-0.233, -0.385, 1.046], [-1.261, -1.708, -0.931], [-2.256, 0.375, 0.200], [-0.317, 2.079, 0.780], [1.715, 1.675, -0.982], [2.166, -1.074, -0.905], [-0.279, -0.446, 2.079]]
}



{
  "formula": "CHNO2S",
  "method": "wB97M-V/def2-TZVPD",
  "lumo_energy_ev": [0.623, -3.515],
  "homo_lumo_gap_ev": [9.44, 7.41],
  "e_above_lowest_kcal_mol": 94.8,
  "homo_ev": [-8.82, -10.93],
  "total_charge": 0,
  "multiplicity": 3,
  "e_tot_ha": -641.9266,
  "mol_weight_g_mol": 91.09,
  "species": ["C", "N", "O", "O", "S", "H"],
  "xyz": [[0.050, -0.663, -0.265], [-0.032, 0.687, 0.047], [0.734, 1.450, -0.464], [-0.853, 1.074, 0.883], [-0.587, -1.631, 0.830], [0.689, -0.918, -1.032]]
}



Copy entry 6 word for word.
{
  "formula": "C4H8N2O",
  "method": "wB97M-V/def2-TZVPD",
  "lumo_energy_ev": 0.617,
  "homo_lumo_gap_ev": 9.89,
  "e_above_lowest_kcal_mol": 26.9,
  "smiles": "[H]/N=C(\\NC)C(C)=O",
  "homo_ev": -9.27,
  "total_charge": 0,
  "multiplicity": 1,
  "e_tot_ha": -341.9608,
  "mol_weight_g_mol": 100.12,
  "species": ["H", "N", "C", "N", "C", "C", "C", "O", "H", "H", "H", "H", "H", "H", "H"],
  "xyz": [[-0.534, -0.479, 2.035], [0.304, -0.301, 1.478], [0.036, -0.317, 0.227], [-1.169, -0.438, -0.402], [-2.402, 0.033, 0.187], [1.183, -0.138, -0.760], [2.484, 0.379, -0.218], [0.990, -0.360, -1.939], [-1.096, -0.458, -1.409], [-2.965, 0.594, -0.564], [-2.178, 0.716, 1.016], [-3.037, -0.775, 0.564], [2.892, -0.307, 0.529], [3.184, 0.522, -1.042], [2.307, 1.329, 0.298]]
}